Below is a structure of composition C29H52F3N4O15SV in a non-equilibrium geometry, with properties calculated with ωB97M-V/def2-TZVPD.

Computed properties:
<S²>: 3.81
LUMO (alpha / beta): -9.34 / -8.62 eV
HOMO-LUMO gap (alpha / beta): 1.36 / 2.08 eV

Structure (ORCA input):
```
! wB97M-V def2-TZVPD RIJCOSX def2/J DEFGRID3
* xyz 1 4
V 4.798 -1.344 2.296
C -0.527 0.160 0.317
F -0.229 0.984 1.359
F -1.119 -1.036 0.699
F -1.338 0.745 -0.491
S 1.130 -0.262 -0.590
O 2.110 -0.654 0.411
O 0.815 -1.385 -1.494
O 1.524 0.940 -1.347
C -2.521 9.434 -0.695
C -1.946 8.018 -0.476
O -0.873 7.734 0.080
N -2.585 7.065 -1.151
C -2.268 5.652 -1.178
H -2.780 9.905 0.254
H -3.453 9.354 -1.255
H -1.841 10.100 -1.226
H -3.459 7.317 -1.590
H -1.370 5.424 -0.604
H -1.934 5.330 -2.165
H -2.988 4.857 -0.987
C -7.137 -1.010 2.366
C -7.576 0.434 2.537
O -8.746 0.787 2.456
N -6.693 1.342 2.823
C -5.228 1.235 3.171
H -8.027 -1.579 2.099
H -6.781 -1.441 3.302
H -6.387 -1.078 1.577
H -7.102 2.251 2.989
H -5.250 1.509 4.226
H -4.582 1.920 2.622
H -4.825 0.232 3.036
C -1.145 0.344 -4.999
C -0.621 -0.651 -6.032
O -0.947 -0.637 -7.227
N 0.320 -1.435 -5.525
C 1.076 -2.297 -6.412
H -2.042 0.847 -5.360
H -0.434 1.121 -4.718
H -1.470 -0.127 -4.072
H 0.495 -1.511 -4.534
H 0.774 -3.343 -6.366
H 2.086 -2.274 -6.002
H 1.022 -1.901 -7.426
C -4.045 -1.561 7.534
C -2.817 -1.705 6.643
O -2.664 -2.701 5.895
N -2.029 -0.652 6.640
C -0.884 -0.424 5.781
H -4.626 -0.727 7.140
H -3.732 -1.252 8.531
H -4.700 -2.412 7.722
H -2.322 0.168 7.152
H -0.921 0.593 5.391
H -0.863 -1.101 4.927
H -0.031 -0.495 6.456
O 4.119 -4.913 0.970
C 3.825 -6.077 0.558
O 4.414 -7.131 1.060
C 4.012 -8.280 0.357
C 2.631 -7.940 -0.287
C 2.798 -6.448 -0.431
H 4.031 -9.106 1.068
H 4.759 -8.598 -0.371
H 1.756 -8.260 0.280
H 2.532 -8.302 -1.310
H 1.927 -5.824 -0.228
H 3.271 -6.260 -1.395
O 4.830 7.493 -0.417
C 4.007 7.019 -1.241
O 3.334 7.893 -2.049
C 2.501 7.229 -3.008
C 3.039 5.776 -2.974
C 3.752 5.595 -1.628
H 2.642 7.654 -4.001
H 1.469 7.278 -2.660
H 3.722 5.626 -3.810
H 2.300 4.989 -3.129
H 4.618 5.012 -1.941
H 3.084 5.050 -0.962
O -3.218 -7.981 3.209
C -3.228 -6.823 2.766
O -2.122 -6.303 2.405
C -2.335 -4.998 1.954
C -3.837 -4.765 1.839
C -4.373 -5.802 2.687
H -1.845 -4.902 0.985
H -1.941 -4.267 2.659
H -4.164 -4.870 0.805
H -4.049 -3.784 2.266
H -5.240 -6.262 2.213
H -4.657 -5.477 3.688
O 6.781 -0.664 -0.752
C 7.310 -0.079 -1.709
O 8.476 -0.520 -2.307
C 8.760 0.315 -3.399
C 7.451 1.079 -3.685
C 6.763 1.203 -2.326
H 9.066 -0.229 -4.293
H 9.580 0.997 -3.173
H 6.819 0.560 -4.407
H 7.649 2.030 -4.180
H 5.679 1.157 -2.434
H 7.018 2.107 -1.773
*
```

Löwdin population analysis, charges in e, atoms 1 to 5: number 1, V, carries 1.64; number 2, C, carries -0.61; number 3, F, carries 0.10; number 4, F, carries 0.08; number 5, F, carries 0.19